{
  "formula": "C2H3F18O2P3Zn",
  "method": "ωB97M-V/def2-TZVPD",
  "total_charge": -2,
  "e_homo_ev": -4.404,
  "energy_ev": -131441.028,
  "orbital_gap_ev": 9.390,
  "symbols": ["Zn", "P", "P", "P", "F", "F", "F", "F", "F", "F", "F", "F", "F", "F", "F", "F", "F", "F", "F", "F", "F", "F", "O", "O", "C", "C", "H", "H", "H"],
  "positions_angstrom": [[-0.059, -0.090, -0.154], [0.343, 2.944, -0.203], [2.387, -1.701, -1.037], [0.214, -0.941, 3.172], [-0.822, 2.842, -1.294], [-0.341, 4.247, 0.448], [-0.114, -1.318, 1.565], [2.556, -2.912, -0.005], [1.610, -1.717, 3.029], [-0.500, -2.295, 3.612], [1.024, 1.547, -0.798], [2.482, -2.743, -2.275], [0.918, 0.400, 2.576], [-1.188, -0.167, 3.230], [3.956, -1.449, -1.025], [1.214, 3.822, -1.229], [-0.529, 1.945, 0.766], [2.181, -0.501, -2.063], [1.527, 3.022, 0.876], [0.721, -1.917, -0.997], [0.553, -0.525, 4.693], [2.129, -0.675, 0.209], [-2.097, -0.418, -0.233], [-1.072, -0.116, -2.134], [-2.140, -0.240, -1.496], [-3.475, -0.276, -2.183], [-3.391, 0.156, -3.181], [-4.201, 0.358, -1.667], [-3.886, -1.283, -2.201]],
  "lowdin_charge": [0.84, 0.18, 0.16, 0.16, -0.13, -0.15, -0.20, -0.14, -0.14, -0.14, -0.18, -0.16, -0.17, -0.15, -0.13, -0.15, -0.16, -0.13, -0.13, -0.18, -0.16, -0.16, -0.06, -0.02, -0.70, -0.01, 0.07, 0.08, 0.07]
}

=====

{
  "formula": "C2H3F2I",
  "method": "ωB97M-V/def2-TZVPD",
  "de_lowest_kj_mol": 131.0,
  "smiles": "F/C=C/I.F",
  "e_homo_ev": -9.500,
  "energy_ev": -15656.799,
  "orbital_gap_ev": 9.553,
  "symbols": ["I", "F", "F", "C", "C", "H", "H", "H"],
  "positions_angstrom": [[1.861, -0.865, -0.186], [-0.794, -2.872, 0.069], [-1.212, 2.277, -0.182], [-0.245, 1.482, 0.321], [0.391, 0.670, -0.539], [0.186, 0.743, -1.608], [-0.132, -2.782, 0.785], [-0.057, 1.346, 1.340]],
  "lowdin_charge": [0.79, -0.18, 0.02, -0.25, -0.55, 0.03, 0.06, 0.08]
}

=====

{
  "formula": "C2H3F2N",
  "method": "ωB97M-V/def2-TZVPD",
  "de_lowest_kj_mol": 684.7,
  "e_homo_ev": [-12.037, -9.095],
  "energy_ev": -9039.542,
  "orbital_gap_ev": [10.063, 5.863],
  "symbols": ["F", "F", "N", "C", "C", "H", "H", "H"],
  "positions_angstrom": [[0.662, -1.429, 1.672], [-0.689, 0.146, -2.715], [0.538, -0.871, 0.354], [-0.611, -0.317, -0.029], [0.454, 0.580, 0.217], [0.330, 1.255, 1.098], [-1.642, -0.578, -0.115], [0.957, 1.214, -0.481]],
  "lowdin_charge": [-0.03, -0.34, 0.02, 0.04, -0.07, 0.14, 0.13, 0.11]
}

=====

{
  "formula": "C2H3F2NO",
  "method": "ωB97M-V/def2-TZVPD",
  "de_lowest_kj_mol": 0.0,
  "spin_multiplicity": 3,
  "e_homo_ev": [-6.627, -10.877],
  "energy_ev": -11090.654,
  "orbital_gap_ev": [7.603, 7.889],
  "s_squared": 2.006,
  "symbols": ["F", "F", "O", "N", "C", "C", "H", "H", "H"],
  "positions_angstrom": [[-1.647, -0.682, 0.842], [-1.442, 1.288, -0.333], [0.580, -0.589, -1.800], [0.345, 0.284, 0.769], [-0.826, 0.084, 0.085], [-0.494, -0.676, -1.324], [0.467, 0.830, 1.585], [1.265, 0.284, 0.322], [-1.270, -1.374, -1.842]],
  "lowdin_charge": [0.09, 0.03, 0.14, 0.14, -0.54, -0.24, 0.09, 0.11, 0.18]
}